# 1
DFT (ωB97M-V with the def2-TZVPD basis set) results for 2 unconnected molecules or ions with the total composition C5H7NO2.

Geometry as ORCA input:
```
! RIJCOSX wB97M-V def2-TZVPD def2/J DEFGRID3
* xyz 0 1
C -1.82 -2.23 1.47
C 2.00 2.51 0.51
C 1.42 1.87 -0.66
C 0.97 1.35 -1.64
O -1.79 -2.72 0.13
O 0.51 0.83 -2.74
C -1.31 -1.97 -0.77
N -0.88 -1.33 -1.62
H -0.02 0.03 -2.54
H -0.81 -2.04 1.83
H -2.29 -3.02 2.06
H -2.41 -1.31 1.53
H 2.28 3.54 0.28
H 1.27 2.52 1.33
H 2.89 1.97 0.84
*
```

Calculated values
energy above the lowest of the compared OMol25 structures with the same formula, charge and spin	82.64	kcal per mole
LUMO	0.4	eV
highest occupied orbital energy	-8.3	eV
DFT total energy	-10880.03391	eV
SMILES	CC#CO.COC#N
frontier orbital gap	0.3204	hartree

=====

# 2
DFT (ωB97M-V with the def2-TZVPD basis set) results for a single C5H13NO2 molecule.

Geometry as ORCA input:
```
! RIJCOSX wB97M-V def2-TZVPD def2/J DEFGRID3
* xyz 0 1
C 0.18 0.53 -0.62
C -0.60 -0.69 -0.20
C 0.04 0.43 -2.33
C -0.35 -1.11 1.36
C -0.89 -0.14 2.40
N 1.58 0.55 -0.38
O -0.41 1.71 -0.19
O 0.91 -0.63 -2.77
H -0.29 1.83 0.76
H 1.82 -0.41 -2.49
H 1.96 1.48 -0.56
H 1.85 0.08 0.48
H -1.67 -0.53 -0.30
H -0.30 -1.58 -0.77
H -0.98 0.23 -2.69
H 0.36 1.38 -2.77
H 0.71 -1.31 1.55
H -0.85 -2.08 1.48
H -1.92 0.15 2.16
H -0.91 -0.62 3.39
H -0.26 0.74 2.49
*
```

Calculated values
energy above the lowest of the compared OMol25 structures with the same formula, charge and spin	37.02	kcal per mole
LUMO	0.8	eV
highest occupied orbital energy	-9.2	eV
DFT total energy	-10980.27351	eV
SMILES	CCC[C@](N)(O)CO
frontier orbital gap	0.3687	hartree

=====

# 3
DFT (ωB97M-V with the def2-TZVPD basis set) results for a molecular structure, CH5ISi.

Geometry as ORCA input:
```
! RIJCOSX wB97M-V def2-TZVPD def2/J DEFGRID3
* xyz 0 1
C -0.90 -0.05 -0.22
Si 0.93 -0.08 0.23
I -1.60 2.00 -0.28
H -0.91 -0.61 -1.23
H -1.74 -0.75 0.72
H 1.52 -1.59 -0.01
H 1.61 0.53 -0.80
H 1.09 0.54 1.60
*
```

Calculated values
energy above the lowest of the compared OMol25 structures with the same formula, charge and spin	56.08	kcal per mole
LUMO	0.1	eV
highest occupied orbital energy	-9.5	eV
DFT total energy	-17094.09104	eV
frontier orbital gap	0.3538	hartree